# C5H5N3O6S

One molecule with the formula C5H5N3O6S (ωB97M-V/def2-TZVPD, the OMol25 dataset).

Values from the calculation:
charge	0
gap between HOMO and LUMO	7.883	eV

Element x y z (Å)
C1 -0.8966 0.8372 -0.3665
C2 -1.5457 -0.2328 -0.0300
C3 -1.0053 -1.6953 0.1311
C4 1.4470 -0.5391 0.5987
C5 -0.5929 1.9181 -1.0584
N1 -2.9260 -0.0321 0.3381
N2 1.5904 -0.3984 -0.7197
N3 2.3043 0.1608 1.5247
O1 -3.3641 1.0611 0.2893
O2 2.5192 0.4279 -1.2358
O3 2.0585 -0.0901 2.6566
O4 -3.6622 -0.9257 0.5169
O5 0.9655 -0.9837 -1.6185
O6 3.2132 0.9057 1.1198
S1 0.2759 -1.5966 1.4482
H1 -1.7418 -2.2710 0.5007
H2 -0.6458 -2.1040 -0.7379
H3 -0.0045 2.7519 -0.8409
H4 -1.0434 1.8711 -2.0350
H5 3.0546 0.9350 -0.4815



# C5H5N3O7

One molecule with the formula C5H5N3O7 (ωB97M-V/def2-TZVPD, the OMol25 dataset).

Values from the calculation:
SMILES	CC(=O)[C@@H](C=C([N+](=O)[O-])[N+](=O)[O-])[N+](=O)[O-]
charge	0
gap between HOMO and LUMO	9.236	eV

Element x y z (Å)
C1 2.2802 -0.5921 1.0467
C2 1.2501 -0.7587 0.0383
O1 0.6985 -1.8093 -0.2310
C3 0.7515 0.4865 -0.7666
C4 -0.5773 0.1846 -1.2312
C5 -1.5677 -0.1573 -0.4018
N1 -2.8968 -0.3399 -0.8470
O2 -3.7498 0.3446 -0.2651
O3 -3.1133 -1.0703 -1.7962
N2 -1.4854 -0.3762 1.0747
O4 -0.4781 0.0475 1.6116
O5 -2.2734 -1.1098 1.5277
N3 0.9431 1.7206 -0.0698
O6 -0.0088 2.2311 0.4898
O7 2.0487 2.1370 -0.0184
H1 1.7244 0.1887 1.6908
H2 3.1707 -0.2273 0.5264
H3 2.4704 -1.6089 1.5240
H4 1.5203 0.4805 -1.6309
H5 -0.7074 0.2288 -2.2720



# C5H5N5O5

One molecule with the formula C5H5N5O5 (ωB97M-V/def2-TZVPD, the OMol25 dataset).

Values from the calculation:
SMILES	O=[N+]([O-])C(CO)(c1ccnnn1)[N+](=O)[O-]
charge	0
gap between HOMO and LUMO	9.093	eV

Element x y z (Å)
O1 0.7045 0.0988 -2.7790
N1 1.0755 -0.6510 -1.9565
O2 1.7349 -1.6441 -2.0771
C1 0.6255 -0.3936 -0.4820
C2 0.2054 -1.8296 -0.0077
O3 -0.0731 -1.8600 1.3522
C3 -0.4939 0.5986 -0.4870
C4 -0.5173 1.7296 0.2949
C5 -1.5715 2.6354 -0.0230
N2 -2.4541 2.3329 -0.9738
N3 -2.3312 1.2523 -1.6209
N4 -1.3732 0.4226 -1.4169
N5 1.9654 0.0133 0.1622
O4 2.3620 1.1078 -0.0142
O5 2.4827 -0.8200 0.8828
H1 1.1574 -2.3288 -0.1003
H2 -0.5742 -2.3667 -0.5363
H3 0.7170 -1.7728 1.8132
H4 0.0382 1.8600 1.2903
H5 -1.7677 3.5374 0.6018



# C5H5N5S

One molecule with the formula C5H5N5S (ωB97M-V/def2-TZVPD, the OMol25 dataset).

Values from the calculation:
SMILES	Nc1nc(=S)c2nc[nH]c2[nH]1
charge	0
gap between HOMO and LUMO	7.779	eV

Element x y z (Å)
N1 2.9579 -0.4394 -0.3146
C1 1.5147 -0.5549 -0.2938
N2 0.9007 -1.6852 -0.1079
C2 -0.5314 -1.8528 -0.0589
S1 -1.1191 -3.3812 0.0392
C3 -1.2122 -0.6110 0.0426
N3 -2.5107 -0.2358 0.4723
C4 -2.6107 1.0955 0.3373
N4 -1.3620 1.5947 0.0121
C5 -0.4815 0.5985 -0.1592
N5 0.8429 0.6909 -0.3103
H1 3.4878 0.1144 0.3701
H2 3.3498 -1.3129 -0.3143
H3 -3.4281 1.7699 0.6174
H4 -1.1234 2.5395 0.1003
H5 1.3253 1.6698 -0.4324



# C5H5N5S

One molecule with the formula C5H5N5S (ωB97M-V/def2-TZVPD, the OMol25 dataset).

Values from the calculation:
charge	0
gap between HOMO and LUMO	7.083	eV

Element x y z (Å)
C1 -1.3533 -2.2326 -3.4949
C2 -1.2339 -1.6183 -1.5272
C3 -0.5918 -0.8431 0.4886
C4 1.1245 0.1023 -0.9913
C5 0.8456 1.0921 1.0854
N1 -2.1313 -2.0646 -2.4265
N2 -0.0864 -2.0125 -3.3179
N3 -1.3748 -1.5497 -0.1771
N4 -0.0200 -1.6106 -2.1283
N5 0.5560 0.0274 0.1553
S1 2.2781 0.4602 -1.9436
H1 -1.8597 -2.4953 -4.4700
H2 -0.9165 -0.6866 1.4808
H3 1.2334 0.6912 2.0533
H4 1.8149 1.5203 0.5402
H5 0.0121 1.8818 1.2463



# C5H5NO

One molecule with the formula C5H5NO (ωB97M-V/def2-TZVPD, the OMol25 dataset).

Values from the calculation:
SMILES	N#C[C@H]1C/C1=C\O
charge	0
gap between HOMO and LUMO	10.126	eV

Element x y z (Å)
N1 1.9168 -2.1529 1.4441
C1 1.3009 -1.6406 0.6084
C2 0.4961 -1.0236 -0.4295
C3 -0.9787 -0.7453 -0.0849
C4 -0.0143 0.3419 -0.2240
C5 0.2328 1.6392 -0.2366
O1 -0.6559 2.5965 0.1362
H1 0.7331 -1.3679 -1.4336
H2 -1.3328 -1.0618 0.8942
H3 -1.6852 -0.8976 -0.8992
H4 1.1829 2.0636 -0.5515
H5 -1.2842 2.1909 0.7567



Record order is preserved below.
Lowest unoccupied orbital energy: -1.588; -1.685; -0.999; 0.009; -1.282; 0.574 eV
Record order is preserved below.
ΔE to the lowest compared entry with this formula, charge and spin: 5.4; 11.6; 161.6; 0.0; 90.1; 51.3 kcal/mol
Record order is preserved below.
Molar mass: 235.2; 219.1; 215.1; 167.2; 167.2; 95.1 g/mol